(1)
Computed, not measured: 16 unconnected molecules or ions with the total composition H33O16 at a distorted geometry, with ωB97M-V/def2-TZVPD.

The value obtained for the strongest force on any atom is 2.71 eV Å⁻¹. As for the HOMO energy: -13.51 eV. The electronic energy comes out at -1223.3109 Ha. Its charge is +1. The value obtained for the energy above the lowest of the compared OMol25 structures with the same formula, charge and spin is 432.9 kJ/mol. Its gap between HOMO and LUMO is 10.517 eV.

```
49
Properties=species:S:1:pos:R:3:nbo_charge:R:1
O -1.891 -0.736 -2.156 -0.984
O -2.530 3.459 1.611 -0.941
O -0.891 3.319 -0.523 -0.983
O -4.259 -2.098 -2.681 -0.977
O -0.234 0.877 -1.286 -1.018
O 0.389 0.866 3.738 -1.025
O -0.121 -3.332 2.753 -0.970
O 4.107 -2.131 2.341 -0.940
O -2.453 0.530 0.545 -0.960
O -1.609 1.001 -5.305 -0.938
O 1.961 0.407 1.004 -0.949
O 3.358 -2.632 -1.662 -0.931
O -0.122 -3.028 -4.703 -0.960
O -0.545 1.939 1.193 -0.870
O 0.913 -1.156 5.266 -0.962
O 4.366 3.143 -0.262 -0.995
H 2.314 1.301 0.971 0.473
H -1.129 3.920 -1.239 0.480
H -0.892 2.420 -0.961 0.478
H 0.233 -3.373 1.873 0.483
H -3.094 2.722 1.930 0.516
H 0.807 -2.792 -4.743 0.486
H -0.227 1.681 2.078 0.549
H -4.177 -2.285 -3.614 0.492
H -2.842 -0.589 -2.368 0.519
H -0.291 -3.741 -4.082 0.474
H 0.631 1.576 4.329 0.494
H 1.723 -1.293 5.816 0.500
H 3.605 -2.125 -0.861 0.476
H -5.189 -2.002 -2.486 0.495
H -2.365 -0.005 1.351 0.498
H -0.502 0.140 -1.971 0.541
H 0.116 1.668 -1.711 0.485
H -1.188 2.759 1.483 0.552
H 3.297 -1.542 2.472 0.477
H -0.644 -4.082 3.028 0.488
H 3.540 3.610 -0.299 0.494
H -2.031 -1.672 -1.942 0.503
H -0.638 0.851 -5.204 0.473
H 2.844 -3.306 -1.148 0.456
H 3.823 -2.916 2.806 0.463
H 4.574 2.260 -0.534 0.502
H 0.456 -1.998 5.323 0.490
H -2.044 0.289 -4.844 0.465
H -1.004 1.126 0.776 0.545
H -2.236 0.046 -0.280 0.523
H 1.308 0.475 0.306 0.472
H 0.376 -0.054 4.082 0.530
H -2.585 3.796 0.713 0.530
```

=====

(2)
Computed, not measured: a molecular structure, C5H8BrI at a distorted geometry, with ωB97M-V/def2-TZVPD.

The value obtained for the strongest force on any atom is 5.29 eV Å⁻¹. As for the HOMO energy (alpha / beta): -7.99 / -8.28 eV. The electronic energy comes out at -3066.7560 Ha. The value obtained for the energy above the lowest of the compared OMol25 structures with the same formula, charge and spin is 575.8 kJ/mol. Its gap between HOMO and LUMO (alpha / beta) is 7.912 / 7.380 eV.

```
15
Properties=species:S:1:pos:R:3:nbo_charge:R:1
I 3.391 -1.624 -0.402 0.113
Br 4.289 1.701 -0.263 0.159
C -0.055 -0.099 0.568 -0.599
C -1.432 0.235 0.277 -0.381
C -1.914 -0.751 -0.868 -0.592
C 2.949 0.524 -0.550 -0.459
C 1.035 0.849 0.511 0.037
H -0.086 -0.261 1.622 0.256
H -1.315 -0.485 -1.661 0.214
H -1.566 1.232 -0.108 0.206
H -2.954 -0.662 -0.873 0.211
H 0.309 -1.056 0.161 0.247
H -2.010 0.197 1.213 0.201
H 1.162 1.947 0.805 0.189
H -1.802 -1.745 -0.432 0.199
```

=====

(3)
Computed, not measured: a single C4H9NOS2 molecule at a distorted geometry, with ωB97M-V/def2-TZVPD.

The value obtained for the strongest force on any atom is 3.69 eV Å⁻¹. As for the SMILES: CS/C(=N\S)[C@@H](C)O. As for the HOMO energy: -9.04 eV. The electronic energy comes out at -1084.0643 Ha. The value obtained for the energy above the lowest of the compared OMol25 structures with the same formula, charge and spin is 346.6 kJ/mol. Its gap between HOMO and LUMO is 9.325 eV.

```
17
Properties=species:S:1:pos:R:3:nbo_charge:R:1
S 2.654 1.130 0.114 0.227
S -0.041 0.539 -1.734 0.127
O -2.201 0.476 0.497 -0.710
N 1.255 0.615 0.774 -0.570
C -0.828 0.193 2.421 -0.629
C 0.614 -0.936 -2.442 -0.763
C -0.903 0.024 0.937 0.048
C 0.198 0.533 0.137 0.148
H 0.035 -1.886 -2.282 0.228
H -0.848 1.149 2.957 0.231
H -0.750 -1.152 0.810 0.155
H -1.723 -0.514 2.632 0.224
H 1.573 -0.999 -1.935 0.234
H 0.126 -0.352 2.431 0.228
H 0.471 -0.522 -3.613 0.257
H 2.486 1.345 -1.257 0.096
H -2.117 0.359 -0.448 0.468
```

=====

(4)
Computed, not measured: a molecular structure, C26H59HfN7S2Sb at a distorted geometry, with ωB97M-V/def2-TZVPD.

The value obtained for the strongest force on any atom is 3.04 eV Å⁻¹. As for the HOMO energy (alpha / beta): -11.63 / -11.63 eV. The electronic energy comes out at -2492.9896 Ha. Its charge is +3. The value obtained for the energy above the lowest of the compared OMol25 structures with the same formula, charge and spin is 432.9 kJ/mol. Its gap between HOMO and LUMO (alpha / beta) is 2.497 / 2.495 eV.

```
96
Properties=species:S:1:pos:R:3:mulliken_charge:R:1
Hf 9.946 -15.654 -0.762 0.860
Sb 5.730 -13.621 4.494 0.648
S 12.532 -15.807 2.393 -0.479
S 7.567 -18.038 2.447 -0.147
N 12.027 -16.206 -0.617 0.496
N 15.187 -16.108 2.836 -0.103
N 10.491 -13.523 -0.405 -0.298
N 9.807 -17.320 -2.114 -0.109
N 8.986 -16.298 0.791 -1.055
N 13.819 -17.889 3.528 -0.240
N 8.265 -14.567 -1.848 -0.381
C 14.569 -18.980 2.838 -1.001
C 11.894 -13.304 0.136 -0.700
C 8.775 -13.156 -2.093 -0.753
C 13.064 -13.870 -0.642 -0.424
C 8.401 -16.983 1.629 1.192
C 7.084 -13.790 7.291 -1.305
C 3.435 -15.140 6.044 -1.469
C 7.637 -13.464 5.879 1.029
C 7.676 -16.728 -3.093 -0.923
C 9.118 -17.123 -3.408 -0.658
C 5.235 -16.637 4.963 -1.342
C 10.225 -12.909 -1.703 -0.561
C 12.043 -17.641 -1.019 -0.660
C 3.223 -12.031 3.267 -1.412
C 4.674 -11.805 3.591 1.060
C 5.456 -11.552 2.249 -1.461
C 11.200 -17.907 -2.261 -0.753
C 5.023 -10.625 4.517 -1.537
C 7.564 -15.193 -2.986 -0.710
C 3.479 -15.481 3.549 -1.799
C 8.198 -12.061 5.690 -1.679
C 4.267 -15.447 4.812 1.388
C 13.976 -16.653 2.959 0.449
C 8.574 -14.459 5.243 -1.440
C 16.338 -16.417 3.642 -0.989
C 13.006 -15.301 -1.279 -0.638
H 8.295 -15.508 5.292 0.293
H 7.271 -17.189 -2.196 0.387
H 12.069 -12.220 0.276 0.500
H 9.524 -14.333 5.793 0.481
H 8.795 -14.132 4.240 0.237
H 8.078 -12.458 -1.634 0.472
H 10.302 -11.833 -1.598 0.515
H 13.847 -19.624 2.291 0.298
H 12.413 -16.175 0.457 -0.420
H 12.749 -15.270 -2.345 0.434
H 2.597 -15.878 5.955 0.454
H 9.146 -18.084 -3.966 0.462
H 5.989 -16.794 4.218 -0.125
H 2.627 -12.149 4.173 0.307
H 4.627 -17.555 4.837 0.511
H 11.076 -19.017 -2.296 0.388
H 9.696 -16.349 -3.931 0.424
H 5.713 -16.666 5.935 0.317
H 2.994 -14.141 6.067 0.331
H 15.225 -15.255 2.263 0.189
H 14.018 -15.664 -1.066 0.309
H 4.005 -15.188 2.645 0.315
H 13.038 -18.006 -1.116 0.604
H 6.071 -13.400 7.477 0.341
H 9.056 -11.906 6.406 0.475
H 4.359 -10.580 5.427 0.316
H 7.473 -11.290 6.029 0.458
H 7.966 -14.760 -3.906 0.384
H 12.826 -18.134 3.560 0.360
H 2.556 -14.929 3.663 0.414
H 13.440 -13.167 -1.434 0.375
H 7.751 -13.402 8.085 0.389
H 7.569 -14.489 -1.090 0.499
H 17.137 -16.862 3.054 0.339
H 15.029 -19.673 3.534 0.325
H 3.137 -16.519 3.310 0.498
H 6.512 -11.356 2.308 0.321
H 6.998 -14.880 7.406 0.325
H 4.853 -9.684 3.964 0.451
H 8.744 -12.898 -3.158 0.378
H 10.953 -13.263 -2.497 0.280
H 15.321 -18.699 2.135 0.377
H 16.619 -15.450 4.178 0.359
H 6.499 -14.928 -2.971 0.431
H 2.860 -11.263 2.575 0.434
H 4.959 -10.572 1.736 0.408
H 9.306 -18.051 -1.545 0.482
H 11.591 -17.524 -3.203 0.400
H 11.630 -18.240 -0.157 0.327
H 16.154 -17.100 4.438 0.374
H 9.912 -13.041 0.329 0.325
H 7.072 -17.079 -3.933 0.441
H 13.865 -13.921 0.127 0.284
H 8.598 -11.843 4.688 0.317
H 3.093 -13.035 2.781 0.259
H 6.097 -10.654 4.713 0.334
H 11.891 -13.685 1.165 0.169
H 4.024 -15.291 6.972 0.328
H 5.294 -12.398 1.532 0.245
```

=====

(5)
Computed, not measured: a molecular structure, C2H12CdN3O at a distorted geometry, with ωB97M-V/def2-TZVPD.

The value obtained for the strongest force on any atom is 2.75 eV Å⁻¹. As for the HOMO energy (alpha / beta): -0.91 / 0.72 eV. The electronic energy comes out at -490.4630 Ha. Its charge is -1. The value obtained for the energy above the lowest of the compared OMol25 structures with the same formula, charge and spin is 0.0 kJ/mol. Its gap between HOMO and LUMO (alpha / beta) is 4.484 / 2.749 eV.

```
19
Properties=species:S:1:pos:R:3:nbo_charge:R:1
Cd -0.582 -1.395 -0.493 0.923
O 0.011 0.729 0.748 -0.758
N -3.121 -0.846 0.567 -1.131
N 2.207 1.471 0.875 -0.877
N 0.465 3.005 0.502 -1.010
C 1.624 -1.676 -1.054 -1.291
C 0.863 1.672 0.740 0.559
H 2.609 0.542 0.883 0.416
H 1.093 3.756 0.746 0.318
H 1.910 -0.827 -1.711 0.190
H 1.647 -2.606 -1.662 0.186
H -3.782 -1.384 0.024 0.349
H -1.355 -2.874 -1.333 -0.200
H 2.798 2.296 1.069 0.345
H -0.484 3.219 0.320 0.384
H 2.273 -1.774 -0.192 0.180
H -3.474 0.097 0.487 0.340
H -3.314 -1.091 1.493 0.352
H -1.388 -2.312 -2.009 -0.275
```

=====

(6)
Computed, not measured: a single C4H9FN2 molecule at a distorted geometry, with ωB97M-V/def2-TZVPD.

The value obtained for the strongest force on any atom is 4.31 eV Å⁻¹. As for the SMILES: CN1CCN[C@H]1F. As for the HOMO energy: -8.41 eV. The electronic energy comes out at -367.1124 Ha. The value obtained for the energy above the lowest of the compared OMol25 structures with the same formula, charge and spin is 205.3 kJ/mol. Its gap between HOMO and LUMO is 9.588 eV.

```
16
Properties=species:S:1:pos:R:3:nbo_charge:R:1
F 2.097 -0.417 -0.122 -0.345
N -0.331 -0.757 0.198 -0.474
N 0.719 1.005 -1.276 -0.668
C 0.990 -0.329 -0.856 0.502
C -1.052 0.458 0.302 -0.251
C -0.658 1.247 -1.069 -0.213
C 0.143 -1.362 1.424 -0.406
H -0.883 2.225 -0.919 0.204
H -1.240 0.897 -1.923 0.194
H 0.979 -1.120 -1.636 0.151
H 0.574 -0.592 2.234 0.147
H -0.944 0.891 1.278 0.174
H 1.495 1.654 -0.865 0.396
H -2.068 0.167 0.144 0.191
H 0.856 -2.064 1.229 0.202
H -0.677 -1.903 1.857 0.197
```

=====

(7)
Computed, not measured: 2 unconnected molecules or ions with the total composition CH3N5O3 at a distorted geometry, with ωB97M-V/def2-TZVPD.

The value obtained for the strongest force on any atom is 4.07 eV Å⁻¹. As for the SMILES: N#C/N=[N+](\[O-])O.[H]/N=[NH+]/[O-]. As for the HOMO energy: -10.43 eV. The electronic energy comes out at -539.1410 Ha. The value obtained for the energy above the lowest of the compared OMol25 structures with the same formula, charge and spin is 99.3 kJ/mol. Its gap between HOMO and LUMO is 10.232 eV.

```
12
Properties=species:S:1:pos:R:3:nbo_charge:R:1
O 4.076 0.538 0.452 -0.362
O 2.315 1.664 0.293 -0.487
O 0.157 0.525 -1.140 -0.416
N 2.194 -0.516 0.039 -0.387
N -0.694 0.148 -0.353 0.207
N -0.610 0.589 0.791 -0.450
N 3.157 -2.777 -0.093 -0.327
N 2.898 0.484 0.237 0.621
C 2.741 -1.732 -0.107 0.381
H 1.284 1.583 0.208 0.524
H -1.260 0.146 1.454 0.339
H -1.436 -0.605 -0.518 0.358
```

=====

(8)
Computed, not measured: a gas-phase ion, C6H8N (charge +1) at a distorted geometry, with ωB97M-V/def2-TZVPD.

The value obtained for the strongest force on any atom is 4.28 eV Å⁻¹. As for the HOMO energy: -16.17 eV. The electronic energy comes out at -287.7422 Ha. Its charge is +1. The value obtained for the energy above the lowest of the compared OMol25 structures with the same formula, charge and spin is 562.0 kJ/mol. Its gap between HOMO and LUMO is 10.459 eV.

```
15
Properties=species:S:1:pos:R:3:nbo_charge:R:1
N 0.616 -2.062 0.242 -0.231
C -0.499 -0.180 -1.079 -0.281
C 0.500 -0.564 2.423 -0.417
C -0.974 0.326 0.371 -0.470
C 0.128 -1.354 -0.540 0.420
C 0.478 0.820 -1.781 -0.594
C -0.040 -0.389 1.280 0.398
H -2.043 0.214 0.434 0.284
H 1.248 1.166 -1.106 0.227
H -0.651 1.270 0.334 0.265
H 0.896 0.445 -2.626 0.241
H 0.391 0.286 3.064 0.306
H 1.299 -1.368 2.766 0.336
H -0.074 1.801 -2.121 0.251
H -1.275 -0.411 -1.662 0.266
```